Formula: C3H4ClN
Source: OMol25
Level of theory: ωB97M-V/def2-TZVPD

Structure (XYZ):
```
9
Properties=species:S:1:pos:R:3:forces:R:3
C 1.8264 -0.0677 0.0483 2.4 -0.9 0.2
C 1.0393 -0.6866 0.7260 -0.1 1.2 -0.8
C -1.3778 -0.3155 -1.3517 1.0 -0.1 -1.8
N -1.8453 0.2332 -0.4320 0.0 0.8 2.6
Cl -3.7233 -0.1609 0.3583 -0.6 0.0 0.2
H 2.8700 0.1113 -0.3194 -1.9 0.2 0.2
H 0.1089 -0.9225 1.1532 -0.3 -0.6 0.5
H -1.7602 -0.9014 -2.1502 -0.3 -0.5 -0.3
H -1.5039 0.7101 0.4136 -0.3 -0.2 -0.9
```
Forces are in eV/Å.

Calculated values
- Multiplicity: 1
- Net charge: 0
- Lowest unoccupied orbital energy: -0.4 eV
- HOMO-LUMO gap: 0.315 hartree
- Energy relative to the best compared isomer or geometry (same formula, charge and spin): 5.187 eV

---

Formula: C3H4ClN2O2
Source: OMol25
Level of theory: ωB97M-V/def2-TZVPD

Structure (XYZ):
```
12
Properties=species:S:1:pos:R:3:forces:R:3
C -0.6002 -0.0585 -0.0899 1.5 -3.3 0.9
C 0.4654 -0.0572 -0.9405 -1.2 -0.1 -0.7
C -0.8645 -1.4880 0.3120 -2.6 0.4 -0.6
N -0.1671 -2.3383 -0.6266 1.2 1.0 -0.5
N 1.1051 2.6407 0.4975 0.8 1.2 0.2
O 0.7867 -1.4811 -1.2039 -0.8 -0.8 0.7
O 1.0579 0.7688 -1.5957 1.0 0.5 -0.4
Cl -1.8486 0.9786 0.1691 -1.6 2.3 0.2
H -0.4988 -1.7634 1.2972 0.0 -0.1 0.6
H -2.0562 -1.6646 0.3274 2.5 -0.1 -0.1
H 2.0296 2.5887 0.9629 -0.3 -0.2 -0.3
H 0.5907 1.8743 0.8906 -0.5 -0.9 0.2
```
Forces are in eV/Å.

Calculated values
- Multiplicity: 1
- Net charge: -1
- Lowest unoccupied orbital energy (alpha / beta): 3.3 / 3.7 eV
- HOMO-LUMO gap (alpha / beta): 0.231 / 0.247 hartree
- Energy relative to the best compared isomer or geometry (same formula, charge and spin): 4.059 eV

---

Formula: C3H4ClN3
Source: OMol25
Level of theory: ωB97M-V/def2-TZVPD

Structure (XYZ):
```
11
Properties=species:S:1:pos:R:3:forces:R:3
C -0.0099 1.6634 -0.0071 -1.1 0.5 -0.7
N -0.1921 0.2336 0.0410 -0.2 -0.4 -0.6
N -1.4500 -0.2578 -0.0210 -0.1 0.8 0.2
N -1.3879 -1.5404 -0.0269 -0.6 0.3 0.1
C -0.1096 -1.9085 0.0162 0.9 -1.0 -0.2
C 0.6873 -0.7970 0.0077 -0.3 0.3 0.4
Cl 2.3774 -0.5861 -0.0104 -0.1 0.0 0.1
H -1.0351 2.0795 -0.0519 0.6 -0.2 -0.2
H 0.4192 2.0484 0.8837 0.6 0.1 0.9
H 0.5723 2.0167 -0.8678 -0.2 -0.4 0.1
H 0.1285 -2.9519 0.0365 0.4 -0.1 -0.1
```
Forces are in eV/Å.

Calculated values
- Structure (SMILES): Cn1nncc1Cl
- Multiplicity: 1
- Net charge: 0
- Lowest unoccupied orbital energy: 0.6 eV
- HOMO-LUMO gap: 0.378 hartree
- Energy relative to the best compared isomer or geometry (same formula, charge and spin): 1.185 eV

---

Formula: C3H4ClN3O
Source: OMol25
Level of theory: ωB97M-V/def2-TZVPD

Structure (XYZ):
```
12
Properties=species:S:1:pos:R:3:forces:R:3
O -2.3282 2.0207 -0.2348 -1.2 1.5 -0.2
C -1.9155 0.9373 -0.0425 2.9 -1.7 0.1
C -0.4605 0.5939 0.3126 -0.6 -1.1 1.6
C -0.0215 -0.8228 -0.0615 3.7 1.2 -0.1
N -0.9772 -1.8406 -0.0783 -1.7 -0.6 -0.9
N -2.1843 -1.5542 -0.1640 0.5 -0.8 1.0
N -2.6123 -0.2581 -0.0137 -2.6 0.8 -0.2
Cl -4.3875 -0.0946 0.0868 1.7 -0.4 -0.3
H 0.3018 1.2903 0.0120 -0.2 0.6 -0.1
H -0.4854 0.4990 1.4363 0.0 0.8 -0.9
H 0.6170 -0.8482 -1.0081 -1.4 -0.1 0.6
H 0.8237 -1.0753 0.6553 -1.2 -0.1 -0.5
```
Forces are in eV/Å.

Calculated values
- Structure (SMILES): O=C1CCN=NN1Cl
- Multiplicity: 1
- Net charge: 0
- Lowest unoccupied orbital energy: 0.1 eV
- HOMO-LUMO gap: 0.375 hartree
- Energy relative to the best compared isomer or geometry (same formula, charge and spin): 3.742 eV

---

Formula: C3H4ClNO
Source: OMol25
Level of theory: ωB97M-V/def2-TZVPD

Structure (XYZ):
```
10
Properties=species:S:1:pos:R:3:forces:R:3
O 0.0720 0.9035 -2.6623 0.0 -0.7 0.7
C -0.2191 0.4786 -1.5622 -0.1 0.6 -0.2
N 0.1529 -0.7657 -1.0870 1.0 -0.1 -1.5
C -0.1000 -1.3815 0.1177 -1.3 -1.0 0.4
C -0.2566 -0.8773 1.3319 0.4 0.5 0.7
Cl 0.1730 0.7650 1.7665 -0.2 -0.3 -0.2
H -0.8441 1.0861 -0.8764 0.3 -0.5 0.0
H 0.6379 -1.3709 -1.7702 -0.5 0.8 0.4
H -0.3423 -2.4521 0.0015 0.2 0.5 0.2
H -0.5840 -1.4550 2.1985 0.2 0.1 -0.6
```
Forces are in eV/Å.

Calculated values
- Structure (SMILES): O=CN/C=C\Cl
- Multiplicity: 1
- Net charge: 0
- Lowest unoccupied orbital energy: 0.7 eV
- HOMO-LUMO gap: 0.365 hartree
- Energy relative to the best compared isomer or geometry (same formula, charge and spin): 0.502 eV

---

Formula: C3H4ClNS2
Source: OMol25
Level of theory: ωB97M-V/def2-TZVPD

Structure (XYZ):
```
11
Properties=species:S:1:pos:R:3:forces:R:3
S 1.5125 1.8155 -0.0002 -0.6 -0.5 0.0
C 0.2118 0.8078 0.0858 -0.1 0.5 -0.5
N -1.0794 1.1741 -0.1560 -0.1 0.7 -0.6
S -2.3095 -0.0099 0.0095 -0.3 0.1 0.3
C -1.0770 -1.2843 -0.0826 0.8 -0.3 -0.1
C 0.2124 -0.6896 0.4898 0.1 0.5 0.9
Cl 1.6256 -1.6369 -0.1351 -0.7 0.7 0.5
H -1.3969 2.0530 -0.6188 1.1 -0.9 0.8
H -0.8414 -1.5058 -1.1149 -0.2 -0.1 -0.4
H -1.4227 -2.1921 0.3977 0.1 0.0 0.2
H 0.2510 -0.6394 1.6165 0.0 -0.5 -1.1
```
Forces are in eV/Å.

Calculated values
- Structure (SMILES): S=C1NSC[C@H]1Cl
- Multiplicity: 1
- Net charge: 0
- Lowest unoccupied orbital energy: 0.2 eV
- HOMO-LUMO gap: 0.321 hartree
- Energy relative to the best compared isomer or geometry (same formula, charge and spin): 0.152 eV

---

Formula: C3H4CuO3
Source: OMol25
Level of theory: ωB97M-V/def2-TZVPD

Structure (XYZ):
```
11
Properties=species:S:1:pos:R:3:forces:R:3
C -1.4949 0.3603 0.0214 3.3 -6.9 4.4
C -0.1183 0.1656 -0.4588 -0.5 5.5 -1.7
O 0.8659 1.0276 0.1608 0.2 1.1 1.1
C 1.9096 0.5990 0.6761 0.2 0.7 0.1
O 2.8415 0.1053 0.0169 0.3 -0.8 -0.3
H -1.7818 0.9924 0.8734 -1.0 1.0 -1.1
H 0.3565 -0.8251 -0.4766 -1.0 0.4 -1.2
H 3.5453 -0.3253 0.5412 0.4 0.1 0.1
H -0.6336 1.0301 -1.2290 2.6 -2.3 -1.0
Cu -3.7149 -2.2583 -0.0824 0.5 0.4 0.0
O -1.7751 -0.8715 -0.0430 -5.0 0.7 -0.5
```
Forces are in eV/Å.

Calculated values
- Multiplicity: 2
- Net charge: +2
- Lowest unoccupied orbital energy (alpha / beta): -9.3 / -10.5 eV
- HOMO-LUMO gap (alpha / beta): 0.342 / 0.300 hartree
- Energy relative to the best compared isomer or geometry (same formula, charge and spin): 3.856 eV

---

Formula: C3H4F2
Source: OMol25
Level of theory: ωB97M-V/def2-TZVPD

Structure (XYZ):
```
9
Properties=species:S:1:pos:R:3:forces:R:3
C -1.1725 0.2595 0.2975 1.3 2.9 -2.2
C 0.1700 -0.3657 0.2006 1.7 2.9 -2.9
C 1.1247 -0.1754 -0.7873 1.4 -1.9 6.6
H -1.6232 -0.6498 -0.2201 -1.7 2.2 0.5
H -1.2801 0.3908 1.4093 -0.7 -0.2 -1.5
H -0.9611 1.5956 -0.1930 -1.6 -4.5 1.0
H 0.9815 0.2708 -1.6988 -0.1 1.0 -1.8
F 0.2282 -0.9546 1.3491 2.8 -2.3 1.9
F 2.5326 -0.3711 -0.3574 -3.1 -0.1 -1.5
```
Forces are in eV/Å.

Calculated values
- Multiplicity: 1
- Net charge: 0
- Lowest unoccupied orbital energy: 0.7 eV
- HOMO-LUMO gap: 0.369 hartree
- Energy relative to the best compared isomer or geometry (same formula, charge and spin): 3.503 eV

---

Formula: C3H4F2
Source: OMol25
Level of theory: ωB97M-V/def2-TZVPD

Structure (XYZ):
```
9
Properties=species:S:1:pos:R:3:forces:R:3
F -1.7874 -0.9268 -0.2524 0.1 -1.4 -1.3
C -0.8972 -0.0971 0.2613 4.0 3.0 0.8
C 0.2765 0.6437 -0.5757 -3.6 2.7 -3.9
C 0.7309 -0.2031 0.3812 -2.3 -4.2 2.9
F 1.1119 -1.3752 -0.2182 1.5 -1.2 0.7
H -1.3555 0.3550 1.1164 0.2 0.8 0.3
H 0.3652 -0.1919 -1.4264 -0.3 3.3 0.3
H 0.4200 1.8287 -0.6339 -0.3 -3.0 -0.3
H 1.1354 -0.0334 1.3477 0.6 0.1 0.5
```
Forces are in eV/Å.

Calculated values
- Structure (SMILES): F[C@@H]1C[C@@H]1F
- Multiplicity: 1
- Net charge: 0
- Lowest unoccupied orbital energy: 1.1 eV
- HOMO-LUMO gap: 0.381 hartree
- Energy relative to the best compared isomer or geometry (same formula, charge and spin): 2.766 eV

---

Formula: C3H4F2N2
Source: OMol25
Level of theory: ωB97M-V/def2-TZVPD

Structure (XYZ):
```
11
Properties=species:S:1:pos:R:3:forces:R:3
C 1.3037 -1.8213 0.1878 -0.2 -1.2 -0.8
C -0.2809 -0.0042 -0.5501 -2.3 -2.8 -2.8
C 0.7917 -0.4916 0.2443 4.1 0.0 -1.8
N 1.6146 -2.9211 0.0124 0.0 0.8 0.3
N 2.3754 0.5707 -0.5672 -3.2 -2.4 0.5
F 2.3377 1.6505 0.2383 0.2 1.1 0.7
F 3.3795 -0.1773 -0.0675 1.2 -0.2 0.3
H -1.2083 -0.7372 -0.4097 1.5 1.9 -0.2
H -0.0027 -0.0887 -1.6646 -0.6 0.5 1.6
H -0.3798 0.9697 -0.1583 -1.1 1.3 -0.4
H 0.7957 -0.0969 1.1881 0.4 0.9 2.5
```
Forces are in eV/Å.

Calculated values
- Multiplicity: 1
- Net charge: 0
- Lowest unoccupied orbital energy (alpha / beta): -0.7 / -0.7 eV
- HOMO-LUMO gap (alpha / beta): 0.337 / 0.337 hartree
- Energy relative to the best compared isomer or geometry (same formula, charge and spin): 5.373 eV

---

Energy, respectively: -17182.5483 -22769.2963 -20167.3724 -22212.7039 -19235.2726 -38858.2860 -53931.5185 -8606.6115 -8607.3486 -11584.7342 eV.